1.
16
Properties=species:S:1:pos:R:3:forces:R:3 method="wB97M-V/def2-TZVPD" homo_lumo_gap_ev=11.58 e_homo_ev=-10.854 lumo_ev=0.73 e_tot_ha=-325.903164
O 0.6826 1.2121 -1.1953 -0.20 0.18 -0.18
N 1.1984 -3.1249 0.6674 0.22 1.02 -0.45
C 0.3027 -0.0085 -0.5869 -0.07 -0.27 0.16
C -1.7615 0.9805 0.5127 -0.05 0.02 -0.02
C -0.4634 0.2053 0.7168 0.01 -0.04 0.05
C 1.6227 -0.7555 -0.3692 0.04 0.02 0.00
C 1.4066 -2.0831 0.2095 -0.17 -0.91 0.39
H 2.1459 -0.8549 -1.3253 -0.08 -0.02 0.14
H 0.1890 0.7324 1.4252 -0.07 -0.04 -0.11
H -0.6878 -0.7746 1.1549 0.05 0.11 -0.07
H 2.2636 -0.1690 0.2990 -0.09 -0.09 -0.07
H -2.4125 0.4682 -0.2066 0.08 0.10 0.08
H -2.3165 1.0702 1.4507 0.08 -0.01 -0.12
H -0.3228 -0.6009 -1.2754 0.09 0.09 0.08
H -0.1154 1.6440 -1.5260 0.20 -0.02 0.08
H -1.5718 1.9983 0.1517 -0.05 -0.15 0.05

2.
16
Properties=species:S:1:pos:R:3:forces:R:3 method="wB97M-V/def2-TZVPD" homo_lumo_gap_ev=9.66 e_homo_ev=-8.741 lumo_ev=0.91 e_tot_ha=-325.766671
O 0.5936 -2.0373 1.0765 0.55 -1.12 0.94
N 0.7114 -0.8263 0.9187 -2.07 0.53 -1.44
C -0.0065 -0.5196 -1.4440 -3.33 2.15 -1.00
C 0.9086 1.1660 0.2895 -3.62 1.70 0.52
C -0.2192 -0.0800 0.0007 2.49 2.87 -1.33
C 1.4895 0.1632 1.2061 1.63 -0.27 0.51
C -1.6750 0.0143 0.4160 3.18 0.56 -0.02
H -0.8415 -0.0682 -2.1427 1.15 -0.80 1.58
H 0.4758 2.2335 0.5930 0.66 -2.44 0.37
H 1.4209 1.4748 -0.5961 0.77 -0.56 -0.67
H -1.7457 0.6807 1.2088 -0.21 0.47 2.32
H 2.4364 0.0003 1.7209 -0.28 0.38 0.03
H 0.8347 -0.2181 -1.9961 1.71 0.34 0.12
H -2.2461 0.5029 -0.2740 -1.31 0.98 -2.53
H -0.1272 -1.5379 -1.5095 -0.20 -2.59 -0.25
H -2.0094 -0.9485 0.5321 -1.14 -2.22 0.85

3.
16
Properties=species:S:1:pos:R:3:forces:R:3 method="wB97M-V/def2-TZVPD" homo_lumo_gap_ev=8.59 e_homo_ev=-8.631 lumo_ev=-0.05 e_tot_ha=-325.790757
O -1.4587 -1.5112 0.1878 0.09 0.14 -0.06
N 0.6171 -0.4927 0.3571 -0.27 -0.05 -0.10
C 1.4178 0.5966 -0.1489 0.07 0.10 -0.08
C -0.6201 -0.6705 -0.1568 0.19 0.01 0.02
C -1.1089 0.0487 -1.3046 -0.13 0.11 0.12
C -1.9977 1.2025 -1.0393 0.06 -0.04 0.08
C 1.1576 -1.3987 1.3451 0.02 -0.08 0.09
H 1.0257 0.8989 -1.1288 0.08 0.00 0.11
H -2.9984 0.9161 -1.3885 0.09 0.02 -0.02
H 1.4067 1.4669 0.5195 0.03 -0.12 -0.07
H 0.4137 -2.1744 1.5370 0.10 0.11 0.00
H -1.7008 2.0074 -1.7254 -0.07 -0.12 0.05
H 2.0762 -1.8653 0.9661 -0.14 0.07 0.07
H -2.0720 1.5832 -0.0117 0.03 -0.11 -0.10
H 1.3883 -0.8813 2.2843 -0.06 -0.05 -0.14
H 2.4536 0.2738 -0.2930 -0.11 0.02 0.02

4.
16
Properties=species:S:1:pos:R:3:forces:R:3 method="wB97M-V/def2-TZVPD" homo_lumo_gap_ev=9.50 e_homo_ev=-8.616 lumo_ev=0.89 e_tot_ha=-325.772010
O 1.1748 0.3861 2.4002 -0.08 -0.41 -0.47
N -1.1142 0.4728 -0.4568 0.15 0.00 0.39
C -0.3737 0.8896 0.7047 0.03 0.55 -0.22
C 1.8469 -0.4543 0.2565 0.13 -0.11 0.04
C -1.0633 0.2574 -1.8897 0.30 -0.14 0.14
C -1.3377 -0.2408 0.7123 1.69 -2.25 0.78
C 0.8824 0.1748 1.2393 0.94 1.83 -0.28
H -0.6504 1.1524 -2.3685 0.00 -0.21 0.16
H 2.4037 0.4173 -0.1121 0.04 -0.20 -0.12
H -2.3383 -0.5064 1.0640 0.42 0.57 0.40
H -0.3607 -1.0488 1.1461 -3.44 0.13 -1.62
H -0.4608 1.9147 1.0416 -0.42 -0.04 0.24
H -0.4802 -0.6179 -2.1947 0.06 0.01 -0.02
H 1.4095 -0.9749 -0.6028 -0.13 0.22 0.29
H -2.0926 0.1392 -2.2699 0.38 -0.01 0.28
H 2.5459 -1.1116 0.7742 -0.07 0.06 0.00

5.
16
Properties=species:S:1:pos:R:3:forces:R:3 method="wB97M-V/def2-TZVPD" homo_lumo_gap_ev="7.63 / 7.63" e_homo_ev="-7.778 / -7.779" lumo_ev="-0.15 / -0.15" e_tot_ha=-325.727245
O -1.7031 1.2339 -1.2382 -0.10 -0.25 0.44
N -0.5641 -0.4517 0.1760 0.99 0.71 -0.70
C 1.0026 1.3090 -1.1611 -1.53 -0.13 -0.14
C 1.2032 0.1347 1.8429 0.51 0.08 -0.55
C -0.7645 0.4627 -1.1682 1.89 0.94 -0.36
C -1.3386 -1.6589 0.4407 0.06 -0.09 0.31
C 0.4852 -0.0572 0.7627 -1.90 -1.02 0.87
H 0.8490 1.6304 -2.1910 0.18 0.08 0.00
H 2.2822 0.0803 1.8310 0.00 -0.06 -0.06
H -0.4884 -0.2315 -1.9779 -0.15 -0.44 0.32
H 0.9749 2.1806 -0.5132 -0.03 0.04 0.07
H -0.7325 -2.3300 1.0498 -0.16 -0.05 -0.04
H -2.2651 -1.4177 0.9638 0.15 0.18 0.08
H -1.6294 -2.1408 -0.4924 0.26 0.12 -0.08
H 0.7225 0.4515 2.7607 -0.13 0.12 -0.19
H 1.9661 0.8048 -1.0856 -0.06 -0.24 0.03

6.
16
Properties=species:S:1:pos:R:3:forces:R:3 method="wB97M-V/def2-TZVPD" homo_lumo_gap_ev=9.29 e_homo_ev=-8.389 lumo_ev=0.91 e_tot_ha=-325.906620
O 1.1337 2.3265 -0.9578 0.39 -0.22 0.09
N 0.2277 -0.2335 1.2563 -0.20 -0.63 0.03
C -1.7769 0.4281 0.5700 -0.41 -0.02 0.20
C 1.1595 -1.4364 -0.7318 0.04 -0.13 -0.43
C -1.1663 -0.3411 -0.4674 -0.27 0.15 0.04
C -0.9199 0.4401 1.6233 0.43 0.00 0.11
C 0.0471 -0.7575 -0.0082 0.36 0.07 -0.15
H -0.9750 0.9026 2.5905 -0.17 0.01 0.11
H 1.1396 1.3860 -0.7185 -0.28 0.43 -0.08
H 0.8072 -0.7296 1.9215 0.09 0.48 -0.07
H -1.5843 -0.5487 -1.4381 0.06 0.00 -0.07
H 1.6965 -2.1950 -0.1618 -0.17 -0.04 0.15
H 0.7897 -1.8953 -1.6523 -0.06 -0.06 0.20
H -2.7632 0.8728 0.5929 0.18 0.01 -0.22
H 1.9052 -0.7131 -1.0588 0.17 0.13 0.04
H 0.2793 2.4942 -1.3597 -0.15 -0.16 0.03

Energy relative to the best compared isomer or geometry (same formula, charge and spin) for the records above, in order: 0.9358, 4.6500, 3.9946, 4.5047, 5.7228, 0.8418 eV